No. 1
ORCA calculation (ωB97M-V/def2-TZVPD) on a 2-piece molecular cluster, C4H6OS overall at a distorted geometry.

structure (SMILES) = C#CC(C)=S.O
relative energy (zero: lowest compared OMol25 entry of this formula, charge and spin) = 77.2 kcal per mole
multiplicity = 1

Geometry (Å):
C (-1.063, -1.352, -2.061)
C (-0.899, -0.310, -1.489)
C (-0.598, 0.599, 0.820)
C (-0.543, 0.876, -0.737)
O (2.154, -0.866, 1.397)
S (-0.195, 2.238, -1.498)
H (-1.371, -2.058, -2.885)
H (-0.200, -0.344, 0.927)
H (-0.310, 1.579, 1.312)
H (-1.667, 0.493, 1.072)
H (2.698, -0.280, 0.865)
H (1.995, -0.575, 2.277)

---

No. 2
ORCA calculation (ωB97M-V/def2-TZVPD) on an isolated ion of composition C9H8NO2 and charge +1 at a distorted geometry.

total charge = +1
structure (SMILES) = O=[N+]1Cc2ccccc2[C@]12CO2
relative energy (zero: lowest compared OMol25 entry of this formula, charge and spin) = 78.4 kcal per mole
multiplicity = 1

Geometry (Å):
C (2.695, 0.211, 0.001)
C (2.317, -1.074, 0.280)
C (1.689, 1.252, 0.066)
C (0.933, -1.381, 0.343)
C (0.380, 0.946, 0.137)
C (0.020, -0.401, 0.358)
C (-0.833, 1.796, 0.244)
C (-2.051, -1.468, -0.719)
C (-1.399, -0.395, 0.160)
N (-1.882, 0.944, 0.063)
O (-3.051, 1.210, 0.043)
O (-2.446, -1.360, 0.605)
H (3.698, 0.261, -0.181)
H (3.034, -1.818, 0.355)
H (1.949, 2.241, -0.410)
H (0.748, -2.504, 0.330)
H (-0.905, 2.341, 1.199)
H (-0.896, 2.602, -0.523)
H (-2.703, -1.242, -1.454)
H (-1.300, -2.164, -0.899)

---

No. 3
ORCA calculation (ωB97M-V/def2-TZVPD) on C3H2IN2 as an isolated structure at a distorted geometry.

total charge = +1
relative energy (zero: lowest compared OMol25 entry of this formula, charge and spin) = 94.3 kcal per mole
multiplicity = 1

Geometry (Å):
C (0.167, 0.293, 1.569)
C (0.059, 0.915, -0.304)
C (0.122, -0.574, -0.217)
N (0.063, 1.404, 0.916)
N (0.179, -0.879, 1.195)
I (1.092, -1.909, -1.464)
H (0.025, 1.542, -1.183)
H (-1.708, -0.791, -0.512)

---

No. 4
ORCA calculation (ωB97M-V/def2-TZVPD) on a 2-piece molecular cluster, C4H14N3 overall at a distorted geometry.

total charge = +1
relative energy (zero: lowest compared OMol25 entry of this formula, charge and spin) = 6.7 kcal per mole
multiplicity = 1

Geometry (Å):
C (-1.785, -0.031, -0.448)
C (-0.557, 0.410, 1.584)
N (-1.084, 0.882, 0.463)
N (-0.733, -0.866, 1.963)
N (0.210, 1.176, 2.351)
H (-0.782, 1.772, 0.092)
H (-1.313, -1.450, 1.380)
H (-0.947, -1.053, 2.932)
H (0.207, 2.180, 2.241)
H (0.642, 0.779, 3.171)
H (-2.657, -0.378, 0.100)
H (-1.078, -0.801, -0.742)
H (-2.196, 0.491, -1.301)
C (1.296, -0.092, -2.390)
C (1.675, -0.731, -1.050)
H (0.238, -0.196, -2.614)
H (1.527, 0.985, -2.362)
H (1.972, -0.502, -3.126)
H (1.669, -1.812, -1.192)
H (2.676, -0.380, -0.784)
H (1.019, -0.383, -0.264)

---

No. 5
ORCA calculation (ωB97M-V/def2-TZVPD) on a 14-piece molecular cluster, C5H38N2O14 overall at a distorted geometry.

relative energy (zero: lowest compared OMol25 entry of this formula, charge and spin) = 91.3 kcal per mole
multiplicity = 1

Geometry (Å):
C (2.245, -1.346, -3.062)
N (1.659, -1.413, -1.694)
C (1.260, -2.778, -1.282)
C (-0.847, -1.034, -2.376)
C (0.426, -0.502, -1.749)
C (0.387, -0.002, -0.322)
N (1.461, 0.627, 0.167)
O (-0.570, -0.260, 0.433)
H (2.652, -0.356, -3.249)
H (1.520, -1.557, -3.879)
H (3.013, -2.111, -3.172)
H (1.513, -2.756, -0.209)
H (1.847, -3.601, -1.691)
H (0.168, -2.944, -1.374)
H (-1.618, -0.283, -2.398)
H (-1.214, -1.964, -1.937)
H (-0.490, -1.400, -3.374)
H (0.736, 0.422, -2.319)
H (2.386, 0.660, -0.209)
H (1.262, 1.163, 1.010)
H (-0.081, 3.687, 2.015)
H (0.671, 3.744, 0.695)
O (-0.232, 3.833, 1.075)
H (1.580, 3.679, -3.576)
H (0.484, 3.483, -2.576)
O (1.324, 3.979, -2.697)
H (-2.312, 0.181, 4.092)
H (-2.100, -1.506, 4.001)
O (-1.946, -0.647, 4.392)
H (-3.442, 1.045, -1.711)
H (-4.119, 1.220, -3.145)
O (-3.351, 1.430, -2.610)
H (1.021, 1.572, 3.618)
H (-0.289, 0.806, 4.308)
O (0.652, 0.917, 4.207)
H (-1.506, -3.046, 1.846)
H (-1.342, -1.779, 1.115)
O (-2.061, -2.344, 1.465)
H (0.351, -4.375, 2.765)
H (0.830, -3.173, 1.857)
O (0.402, -4.028, 1.866)
H (-1.358, 3.473, -1.284)
H (-2.028, 2.677, -2.437)
O (-1.293, 3.283, -2.231)
H (3.011, 3.478, 0.146)
H (1.907, 3.651, -1.034)
O (2.115, 3.291, -0.149)
H (-3.523, -0.214, 1.246)
H (-3.698, -1.453, 2.088)
O (-4.034, -0.555, 1.990)
H (0.240, -1.836, 4.847)
H (0.490, -1.877, 3.335)
O (0.148, -2.396, 4.067)
H (-2.033, 0.472, 0.051)
H (-2.471, 1.883, 0.407)
O (-2.798, 1.083, -0.020)
H (3.902, -0.637, -1.029)
H (4.663, -1.240, -0.031)
O (4.433, -0.324, -0.276)

---

No. 6
ORCA calculation (ωB97M-V/def2-TZVPD) on C24H14Cl5OPPd as an isolated structure at a distorted geometry.

relative energy (zero: lowest compared OMol25 entry of this formula, charge and spin) = 31.9 kcal per mole
multiplicity = 1

Geometry (Å):
Pd (1.369, 0.111, -0.522)
Cl (6.822, 4.807, -1.105)
C (5.284, 4.043, -1.005)
C (5.190, 2.657, -0.970)
Cl (6.609, 1.686, -1.044)
C (3.946, 2.052, -0.874)
Cl (3.834, 0.318, -0.785)
C (2.735, 2.772, -0.830)
O (1.579, 2.218, -0.756)
C (2.871, 4.184, -0.885)
Cl (1.419, 5.104, -0.823)
C (4.109, 4.801, -0.952)
Cl (4.212, 6.516, -0.966)
C (-0.257, 0.822, 3.680)
C (-0.339, -0.529, 3.364)
C (-0.567, -0.927, 2.057)
C (-0.716, 0.031, 1.049)
C (-0.603, 1.391, 1.373)
C (-0.385, 1.781, 2.686)
P (-1.098, -0.381, -0.706)
C (-2.902, -0.684, -0.694)
C (-3.465, -1.278, -1.824)
C (-4.824, -1.542, -1.867)
C (-5.631, -1.189, -0.794)
C (-5.079, -0.566, 0.315)
C (-3.715, -0.309, 0.367)
C (-0.338, -2.039, -0.785)
C (-0.912, -3.300, -0.753)
C (-0.073, -4.411, -0.757)
C (1.304, -4.251, -0.797)
C (1.878, -2.979, -0.815)
C (1.051, -1.876, -0.805)
H (-0.085, 1.128, 4.705)
H (-0.224, -1.274, 4.140)
H (-0.638, -1.980, 1.815)
H (-0.696, 2.130, 0.586)
H (-0.305, 2.832, 2.929)
H (-2.829, -1.538, -2.663)
H (-5.257, -2.017, -2.738)
H (-6.694, -1.391, -0.826)
H (-5.712, -0.279, 1.145)
H (-3.286, 0.174, 1.236)
H (-1.989, -3.410, -0.723)
H (-0.494, -5.408, -0.722)
H (1.945, -5.123, -0.812)
H (2.957, -2.879, -0.850)

---

Q: relative energy (zero: lowest compared OMol25 entry of this formula, charge and spin) of number 3 (C3H2IN2)?
A: 94.3 kcal per mole